The following is a DFT calculation (ωB97M-V with the def2-TZVPD basis set) of a structure of composition C23H36Cl9NO12Zr.

The geometry in XYZ format:
```
82
Properties=species:S:1:pos:R:3:lowdin_charge:R:1
Zr 9.86632 8.88578 -10.56350 2.11
C 11.78829 5.74449 -12.22639 -0.05
C 10.74109 5.86511 -13.31555 -0.49
C 10.27066 4.43288 -13.55679 -0.14
C 9.09037 4.28406 -14.50413 -0.14
C 7.94215 5.09468 -13.89845 -0.14
C 8.27570 6.54142 -13.56737 -0.48
N 9.57162 6.62937 -12.85373 -0.08
O 9.85640 7.85064 -12.39196 -0.24
C 7.15978 7.08204 -12.68590 -0.03
C 8.25007 7.34989 -14.87517 -0.02
C 11.41408 6.46262 -14.55723 0.00
H 12.26376 6.69651 -11.99343 0.06
H 12.59155 5.07167 -12.53229 0.10
H 11.39134 5.35431 -11.29018 0.07
H 9.95535 4.06107 -12.57232 0.12
H 11.08938 3.79054 -13.88472 0.13
H 8.82088 3.24158 -14.63555 0.12
H 9.32302 4.75882 -15.46065 0.11
H 7.44656 4.54389 -13.09277 0.10
H 7.13348 5.12407 -14.64040 0.13
H 7.26430 6.64349 -11.68976 0.05
H 6.18451 6.83944 -13.09954 0.11
H 7.24111 8.16150 -12.61922 0.05
H 8.60149 8.37596 -14.74517 0.09
H 7.22231 7.39257 -15.23987 0.10
H 8.81205 6.90449 -15.69362 0.07
H 11.75131 7.47532 -14.30991 0.08
H 10.70716 6.61063 -15.36584 0.06
H 12.25742 5.85764 -14.87611 0.10
C 9.55179 5.54224 -8.17212 -0.02
C 9.72841 6.65516 -9.09277 -0.56
O 8.74147 7.41559 -9.44902 -0.15
O 10.79868 6.99891 -9.69818 -0.10
H 10.12772 5.71124 -7.26130 0.06
H 9.87783 4.60157 -8.61624 0.10
H 8.50033 5.42532 -7.94408 0.02
C 5.68599 4.54823 -9.06422 -1.52
Cl 4.34535 3.47556 -9.44225 0.58
Cl 5.20040 6.23116 -9.28667 0.53
Cl 7.09377 4.16752 -10.07404 0.57
H 5.96623 4.37471 -8.03310 -0.02
C 9.99183 8.35218 -3.73636 -1.55
Cl 10.47529 7.55019 -5.24046 0.54
Cl 11.26297 8.35454 -2.54354 0.58
Cl 8.51797 7.59548 -3.11090 0.53
H 9.74696 9.37602 -3.97875 0.01
C 7.64572 3.23637 -4.21582 -1.54
Cl 6.29804 3.60122 -3.14888 0.56
Cl 7.71027 4.40703 -5.56391 0.52
Cl 7.52976 1.60282 -4.83500 0.56
H 8.56046 3.38327 -3.65946 0.02
C 4.98542 11.19024 -11.65662 -0.05
C 4.71775 10.90570 -10.17182 -0.03
O 5.98834 10.32664 -9.76000 0.13
C 6.63374 9.95382 -10.82776 -0.54
O 7.74359 9.43598 -10.81557 -0.06
O 6.02396 10.23822 -11.95393 0.12
H 5.35198 12.19845 -11.84914 0.15
H 4.05330 11.08995 -12.20551 0.15
H 3.96387 10.12506 -10.08423 0.15
H 4.45603 11.77652 -9.58523 0.15
C 14.06857 5.22386 -9.24163 -0.10
C 13.02358 4.74553 -8.20557 -0.08
O 12.77989 5.91285 -7.41382 0.04
C 13.39339 6.99046 -7.93815 -0.59
O 13.35353 8.09119 -7.52278 0.17
O 14.07377 6.62597 -9.06227 0.04
H 13.68149 4.99087 -10.23050 0.11
H 15.03027 4.74621 -9.07463 0.14
H 13.36130 3.95965 -7.53734 0.14
H 12.11315 4.43702 -8.71573 0.10
C 15.11455 8.60713 -12.27366 -0.04
C 15.35412 9.93599 -11.55725 -0.03
O 14.16822 10.04376 -10.73701 0.15
C 13.26381 9.25595 -11.21254 -0.57
O 12.11236 9.27660 -10.80206 -0.02
O 13.67111 8.50584 -12.20522 0.10
H 15.63999 7.78201 -11.79732 0.14
H 15.38221 8.62333 -13.32549 0.15
H 15.38615 10.76466 -12.26190 0.15
H 16.26847 9.90021 -10.97681 0.15
```

Properties
LUMO (eV): -7.040
Gap between HOMO and LUMO (eV): 6.1
Net charge: +2
Total energy (eV): -164464.7799

---

The following is a DFT calculation (ωB97M-V with the def2-TZVPD basis set) of a structure of composition C5H6Cl2GaNdO4S.

The geometry in XYZ format:
```
20
Properties=species:S:1:pos:R:3:lowdin_spin:R:1
Ga 0.07861 -1.08155 -4.74128 0.00
Nd 0.11458 -0.65149 -0.24820 3.04
Cl -0.32676 0.04183 -2.84141 0.00
Cl 1.71862 -2.45869 -0.99215 -0.02
C -0.75880 -2.29132 1.22564 -0.01
C -0.50809 -0.14187 -6.38299 0.00
C 0.39106 -2.43737 -5.86389 0.00
O -1.21910 -2.88054 2.14642 0.00
O -0.75180 0.17363 -7.47791 0.00
O 0.56293 -3.23617 -6.70827 0.00
C 1.17770 1.45573 3.98928 0.00
S -0.00985 0.47036 3.10190 0.00
C -1.17982 1.80034 2.65485 0.00
O 0.72981 0.26548 1.74070 -0.01
H 0.66572 1.84844 4.86949 0.00
H 1.60726 2.27827 3.40515 0.00
H 1.94718 0.78456 4.37891 0.00
H -0.65214 2.76178 2.49195 0.00
H -1.69976 1.44990 1.74776 0.00
H -1.88733 1.84865 3.50405 0.00
```

Properties
Multiplicity: 4
LUMO (spin up / spin down) (eV): -18.961 / -18.961
Gap between HOMO and LUMO (spin up / spin down) (eV): 3.4 / 3.4
Net charge: +4
Total energy (eV): -116955.6763

---

The following is a DFT calculation (ωB97M-V with the def2-TZVPD basis set) of an isolated molecule of C5H10O2.

The geometry in XYZ format:
```
17
Properties=species:S:1:pos:R:3:nbo_charge:R:1
C 1.40566 -1.41785 0.55651 -0.61
C 0.44384 -0.23979 0.58956 -0.23
C -1.10998 -0.10011 0.42644 0.11
O -1.69818 -0.89047 -0.58731 -0.71
C -0.79903 1.34083 -0.06405 -0.46
C 0.59807 0.84539 -0.48149 0.10
O 0.63354 0.26870 -1.77340 -0.72
H 1.40509 -1.95189 1.51341 0.21
H 2.40987 -0.98058 0.43932 0.21
H 1.25671 -2.11801 -0.26833 0.23
H 0.61623 0.25406 1.55536 0.20
H -1.69180 -0.18339 1.35557 0.16
H -2.65543 -0.76127 -0.52815 0.47
H -0.71995 2.04734 0.77039 0.22
H -1.44408 1.75350 -0.84798 0.20
H 1.45869 1.52009 -0.36935 0.16
H -0.10925 0.61346 -2.28649 0.47
```

Properties
LUMO (eV): 0.812
SMILES string: C[C@@H]1[C@H](O)C[C@@H]1O
Gap between HOMO and LUMO (eV): 10.3
Total energy (eV): -9440.7821

---

The following is a DFT calculation (ωB97M-V with the def2-TZVPD basis set) of an isolated molecule of C3H6O.

The geometry in XYZ format:
```
10
Properties=species:S:1:pos:R:3:nbo_charge:R:1
C 0.96298 1.55872 -0.44165 -0.51
C 0.21448 0.42170 -0.53003 0.15
O -0.35336 -0.12721 0.56003 -0.51
C -0.70440 -1.52339 0.43470 -0.26
H 1.32332 1.85123 -1.46123 0.20
H 0.93972 2.27012 0.31471 0.21
H 0.12339 -0.08840 -1.48797 0.17
H -1.77676 -1.63665 0.77753 0.19
H -0.59663 -2.02968 -0.48615 0.18
H -0.02447 -2.09108 1.08478 0.19
```

Properties
LUMO (eV): 1.074
SMILES string: C=COC
Gap between HOMO and LUMO (eV): 9.7
Total energy (eV): -5253.9847

---

What ΔE to the lowest compared entry with this formula, charge and spin values result from the calculations? In sequence: 0.322, 2.948, 2.261, 1.710 eV.